--- P ---
{"formula": "C8H14N3", "method": "wB97M-V/def2-TZVPD", "symbols": ["C", "C", "C", "C", "C", "C", "C", "C", "N", "N", "N", "H", "H", "H", "H", "H", "H", "H", "H", "H", "H", "H", "H", "H", "H"], "positions_angstrom": [[2.855, 0.667, -0.240], [0.016, 0.404, -0.062], [2.567, -0.776, -0.477], [-2.135, -0.942, -0.309], [1.456, -1.329, 0.462], [-1.000, -1.719, 0.288], [-2.297, 0.528, -0.086], [-0.761, 2.594, 0.133], [2.139, 1.606, 0.204], [0.182, -0.869, 0.010], [-1.001, 1.182, -0.145], [3.929, 0.954, -0.513], [2.170, -1.057, -1.492], [3.519, -1.209, -0.280], [-2.079, -1.083, -1.366], [-3.117, -1.473, -0.124], [1.499, -2.410, 0.498], [1.791, -1.082, 1.584], [-1.122, -1.723, 1.423], [-0.962, -2.688, -0.211], [-3.020, 0.893, -0.867], [-2.675, 0.753, 0.930], [0.146, 2.741, 0.822], [-0.398, 3.129, -0.759], [-1.701, 2.911, 0.577]], "lowdin_charge": [-0.2483, -0.0103, -0.1463, -0.1795, -0.1628, -0.0891, -0.1224, -0.0124, 0.2358, -0.0743, -0.0967, 0.1540, 0.1511, 0.1052, 0.1159, 0.1584, 0.1229, 0.1805, 0.1676, 0.1434, 0.1610, 0.1465, 0.0979, 0.1042, 0.0978], "homo_energy_ev": [-13.58, -13.67], "spin_multiplicity": 1, "orbital_gap_ev": [8.7, 9.4], "total_charge": 1}

--- Q ---
{"formula": "C8H14N3", "method": "wB97M-V/def2-TZVPD", "symbols": ["C", "C", "C", "C", "C", "C", "C", "C", "N", "N", "N", "H", "H", "H", "H", "H", "H", "H", "H", "H", "H", "H", "H", "H", "H"], "positions_angstrom": [[-1.718, -0.516, -2.642], [-1.318, 0.823, -2.028], [-0.545, -1.141, -1.859], [0.943, 0.878, -0.542], [0.170, 0.832, 2.668], [1.565, -0.786, 2.073], [-0.249, 0.123, -1.126], [-0.117, 0.236, 0.309], [1.575, 0.542, 2.364], [-0.655, 0.145, 1.650], [0.128, -0.888, 1.173], [-2.823, -0.760, -2.361], [-1.554, -0.692, -3.749], [-0.948, 1.664, -2.694], [-2.183, 1.299, -1.410], [-0.653, -2.033, -1.206], [0.347, -1.435, -2.551], [2.009, 0.482, -0.613], [0.716, 1.984, -0.711], [-0.113, 0.423, 3.649], [-0.059, 1.986, 2.591], [2.434, -1.065, 1.519], [1.316, -1.400, 2.925], [1.983, 1.128, 1.611], [-0.250, -1.829, 0.960]], "lowdin_charge": [-0.1513, -0.1142, -0.1271, 0.0466, -0.1227, -0.0542, -0.3464, -0.2909, -0.0135, 0.0748, 0.0703, 0.1454, 0.1276, 0.1352, 0.1453, 0.1076, 0.1593, 0.1459, 0.1532, 0.1355, 0.1814, 0.1297, 0.1326, 0.1309, 0.1989], "homo_energy_ev": -14.09, "spin_multiplicity": 1, "orbital_gap_ev": 11.4, "smiles": "C1CC2(C1)C[C@@]21N2CNC[N@@H+]21", "total_charge": 1}

So which one is most stable? That would be P, about 83.6 kJ/mol below the next structure.

--- P ---
{"formula": "C6H9N3O2", "method": "wB97M-V/def2-TZVPD", "symbols": ["C", "C", "C", "C", "C", "C", "H", "H", "H", "H", "H", "H", "H", "H", "H", "N", "N", "N", "O", "O"], "positions_angstrom": [[-1.418, -0.270, -0.408], [-0.623, -0.751, -1.562], [-0.754, -0.530, 0.962], [0.493, 0.266, 1.090], [1.740, -0.259, 1.280], [1.807, 1.920, 1.395], [-2.933, -1.394, -0.956], [-3.333, 0.191, -0.795], [-1.403, 0.885, -0.481], [-0.644, -1.579, 1.005], [-1.516, -0.185, 1.705], [2.045, -1.359, 1.347], [2.204, 2.916, 1.656], [3.567, 0.702, 1.469], [-0.748, -0.822, -3.515], [-2.901, -0.601, -0.315], [0.610, 1.621, 1.042], [2.568, 0.741, 1.504], [0.557, -0.911, -1.541], [-1.389, -0.831, -2.658]], "lowdin_charge": [-0.3027, -0.5439, -0.0991, -0.3309, -0.1113, -0.1800, 0.0639, 0.0709, 0.1743, 0.1067, 0.1315, 0.1549, 0.1210, 0.1398, 0.2088, 0.0545, 0.1009, 0.0462, 0.1312, 0.0632], "homo_energy_ev": -8.15, "spin_multiplicity": 1, "orbital_gap_ev": 8.7, "smiles": "N[C@@H](Cc1c[nH]cn1)C(=O)O"}

--- Q ---
{"formula": "C6H9N3O2", "method": "wB97M-V/def2-TZVPD", "symbols": ["C", "C", "C", "C", "C", "C", "N", "N", "N", "O", "O", "H", "H", "H", "H", "H", "H", "H", "H", "H"], "positions_angstrom": [[1.315, 1.558, -0.069], [-0.583, -0.594, -0.225], [-0.232, 0.655, 2.950], [1.946, 0.881, -2.484], [-2.162, -2.174, 0.605], [1.333, 0.674, -1.135], [1.560, 2.320, 0.791], [0.345, -0.378, -1.208], [-0.335, 1.827, 2.738], [-0.475, -0.450, 3.212], [-1.397, -1.679, -0.417], [-0.944, 0.147, 0.532], [1.739, 1.940, -2.832], [3.118, 0.757, -2.445], [1.432, 0.071, -3.010], [-3.132, -2.667, 0.265], [-2.354, -1.393, 1.385], [-1.705, -2.936, 1.189], [0.446, -1.020, -2.001], [0.086, 2.461, 2.161]], "lowdin_charge": [-0.2328, -0.0873, -0.4358, -0.0748, -0.1192, -0.3335, 0.1241, 0.0950, 0.2164, 0.1253, -0.1080, 0.1413, 0.0939, 0.1099, 0.0566, 0.1177, 0.0952, 0.0742, 0.1571, -0.0154], "homo_energy_ev": [-6.97, -7.22], "spin_multiplicity": 1, "orbital_gap_ev": [6.8, 7.6]}

So which one is most stable? That would be P, about 332.0 kJ/mol below the next structure.

--- P ---
{"formula": "C3H9N3O2", "method": "wB97M-V/def2-TZVPD", "symbols": ["C", "N", "C", "C", "N", "N", "O", "O", "H", "H", "H", "H", "H", "H", "H", "H", "H"], "positions_angstrom": [[-1.284, -1.448, 1.338], [1.218, 0.570, -0.494], [0.163, -0.265, -0.342], [-0.097, -0.619, 0.998], [1.793, 0.548, -1.686], [0.757, -0.273, 1.978], [-0.541, 2.012, -1.801], [-0.720, -0.406, -1.295], [-1.356, 2.490, -1.606], [-0.858, 0.825, -1.714], [1.167, 0.373, -2.470], [2.452, 1.300, -1.821], [1.523, 0.330, 1.710], [0.525, -0.444, 2.942], [-1.779, -1.073, 2.235], [-1.981, -1.439, 0.501], [-0.982, -2.481, 1.525]], "lowdin_charge": [-0.0045, 0.0365, -0.4576, -0.2331, 0.0787, 0.1679, -0.2639, -0.0824, -0.0191, 0.0647, 0.1060, 0.1080, 0.1072, 0.1175, 0.0901, 0.0856, 0.0983], "homo_energy_ev": [-7.96, -7.68], "spin_multiplicity": 1, "orbital_gap_ev": [7.4, 7.3]}

--- Q ---
{"formula": "C3H9N3O2", "method": "wB97M-V/def2-TZVPD", "symbols": ["C", "C", "N", "C", "N", "N", "O", "O", "H", "H", "H", "H", "H", "H", "H", "H", "H"], "positions_angstrom": [[1.441, 0.134, 0.106], [1.830, -1.291, -0.114], [-0.603, 0.247, 0.660], [-1.093, -0.034, -0.556], [-1.521, 0.879, 1.560], [-2.394, 0.277, -0.863], [1.900, 1.089, -0.711], [-0.268, -0.297, -1.472], [1.749, 0.808, -1.629], [1.538, 0.470, 1.129], [-1.261, 1.859, 1.664], [-1.404, 0.444, 2.470], [-2.743, -0.105, -1.726], [-2.982, 0.459, -0.060], [2.828, -1.444, 0.317], [1.121, -1.942, 0.396], [1.863, -1.553, -1.170]], "lowdin_charge": [-0.2187, -0.0514, -0.0532, -0.6410, 0.0078, 0.1412, 0.0614, -0.0662, 0.1221, 0.1162, 0.0794, 0.0693, 0.0960, 0.0726, 0.0921, 0.0891, 0.0834], "homo_energy_ev": -8.46, "spin_multiplicity": 1, "orbital_gap_ev": 9.3}

So which one is most stable? That would be Q, about 25.7 kJ/mol below the next structure.

--- P ---
{"formula": "C3H9N3O2", "method": "wB97M-V/def2-TZVPD", "symbols": ["C", "C", "C", "H", "H", "H", "H", "H", "H", "H", "H", "H", "N", "N", "N", "O", "O"], "positions_angstrom": [[-2.765, -0.622, -0.068], [0.643, 0.043, -0.095], [1.972, -0.718, -0.457], [-3.056, -0.949, 1.371], [-3.968, 0.065, -0.793], [-1.895, -1.595, -1.072], [-1.216, 0.033, 1.412], [2.189, -0.406, -1.416], [1.655, -1.873, -0.395], [3.085, -0.599, 1.263], [1.767, 1.598, 0.543], [-0.699, 2.165, -0.403], [-1.475, 0.309, 0.312], [-0.431, -0.601, -0.277], [0.823, 1.392, 0.445], [3.133, -0.426, 0.163], [0.235, 2.184, -0.533]], "lowdin_charge": [-0.2037, -0.3165, -0.2694, 0.1208, 0.1289, 0.1958, 0.1450, 0.0945, 0.1580, 0.2113, 0.0841, 0.0548, -0.2124, -0.0278, -0.0151, -0.0953, -0.0530], "homo_energy_ev": -9.13, "spin_multiplicity": 1, "orbital_gap_ev": 9.3}

--- Q ---
{"formula": "C3H9N3O2", "method": "wB97M-V/def2-TZVPD", "symbols": ["C", "C", "C", "H", "H", "H", "H", "H", "H", "H", "H", "H", "N", "N", "N", "O", "O"], "positions_angstrom": [[1.059, -1.085, 1.012], [1.361, 1.184, -0.837], [-0.780, 0.829, 0.168], [2.114, -0.939, 1.488], [0.173, -0.442, 1.586], [0.850, -2.197, 1.238], [1.886, 0.492, -1.389], [1.033, 2.119, -1.264], [1.785, 1.248, 0.144], [-2.928, 0.581, 0.367], [-1.750, -1.809, -0.104], [-1.170, -0.514, -1.623], [0.198, 0.320, -0.595], [-1.953, 0.119, 0.238], [-2.080, -0.868, -0.723], [0.811, -0.965, -0.445], [-0.610, 1.927, 0.739]], "lowdin_charge": [-0.0669, 0.0093, -0.6148, 0.1075, 0.1433, 0.0937, 0.0715, 0.1056, 0.0844, 0.1877, 0.1371, 0.2297, -0.1996, -0.0826, -0.0816, -0.1598, 0.0353], "homo_energy_ev": -9.26, "spin_multiplicity": 1, "orbital_gap_ev": 10.0}

So which one is most stable? That would be Q, about 542.9 kJ/mol below the next structure.

--- P ---
{"formula": "C3H9N3O2", "method": "wB97M-V/def2-TZVPD", "symbols": ["C", "C", "C", "H", "H", "H", "H", "H", "H", "H", "H", "H", "N", "N", "N", "O", "O"], "positions_angstrom": [[-1.328, -1.058, 0.414], [-1.829, 1.132, -0.242], [0.518, 0.280, -0.442], [-1.092, -2.221, 0.194], [-0.941, -0.507, 1.589], [-2.519, -1.030, 0.256], [-1.307, 2.311, -0.353], [-2.893, 0.863, -0.720], [-1.932, 1.152, 1.028], [1.285, -1.362, -1.512], [2.445, -1.436, 0.829], [2.937, 0.813, -0.027], [-0.896, -0.047, -0.544], [1.336, -0.894, -0.541], [1.161, 1.340, -0.048], [2.701, -0.984, -0.011], [2.355, 1.648, 0.130]], "lowdin_charge": [-0.1769, -0.1401, -0.3640, 0.1041, 0.1636, 0.0949, 0.1395, 0.1005, 0.1033, 0.1635, 0.1246, 0.1236, -0.2431, -0.0357, -0.0713, -0.0740, -0.0125], "homo_energy_ev": -8.22, "spin_multiplicity": 1, "orbital_gap_ev": 8.9}

--- Q ---
{"formula": "C3H9N3O2", "method": "wB97M-V/def2-TZVPD", "symbols": ["N", "C", "O", "O", "H", "H", "C", "N", "C", "N", "H", "H", "H", "H", "H", "H", "H"], "positions_angstrom": [[0.989, 1.212, -2.659], [0.631, 0.687, -1.437], [0.914, -0.592, -1.303], [0.135, 1.484, -0.569], [1.008, 2.191, -2.714], [1.719, 0.668, -3.056], [-1.627, 0.665, 2.173], [-0.663, -0.065, 1.418], [-0.470, -1.354, 1.555], [0.202, -2.094, 0.690], [-2.701, 0.642, 1.806], [-1.264, 1.653, 2.258], [-1.773, 0.166, 3.141], [-0.240, 0.548, 0.633], [-1.027, -1.776, 2.454], [0.502, -1.534, -0.190], [0.475, -3.051, 0.758]], "lowdin_charge": [0.1427, -0.6794, -0.1068, -0.0634, 0.0757, 0.0845, -0.0830, -0.0170, -0.1745, 0.1453, 0.1105, 0.0765, 0.0802, 0.0895, 0.1584, 0.0560, 0.1048], "homo_energy_ev": -9.23, "spin_multiplicity": 1, "orbital_gap_ev": 9.9}

So which one is most stable? That would be Q, about 846.1 kJ/mol below the next structure.

--- P ---
{"formula": "C6H13PS", "method": "wB97M-V/def2-TZVPD", "symbols": ["C", "C", "C", "C", "C", "C", "P", "S", "H", "H", "H", "H", "H", "H", "H", "H", "H", "H", "H", "H", "H"], "positions_angstrom": [[-2.004, -0.113, 2.167], [-1.037, 0.403, 1.352], [2.393, -1.520, 0.356], [-1.281, 1.072, -2.321], [1.566, -0.376, 0.786], [-0.177, 1.074, -1.293], [-0.166, -0.295, -0.007], [-0.607, -2.230, -0.738], [-2.282, 0.536, 2.913], [-2.550, -1.009, 2.198], [-0.859, 1.453, 1.536], [1.818, -2.365, 0.667], [2.581, -1.628, -0.763], [3.223, -1.667, 1.017], [-1.652, 0.036, -2.454], [-2.075, 1.808, -2.086], [-0.789, 1.550, -3.272], [1.909, 0.652, 0.524], [1.384, -0.427, 1.822], [-0.181, 2.027, -0.707], [0.786, 1.018, -1.699]], "lowdin_charge": [0.0180, -0.3274, -0.2080, -0.1618, -0.3781, -0.3955, 0.5188, 0.0923, 0.0232, 0.0473, 0.0720, 0.0209, 0.1026, 0.0643, 0.0453, 0.0708, 0.1066, 0.0876, 0.0599, 0.0918, 0.0494], "homo_energy_ev": -8.11, "spin_multiplicity": 1, "orbital_gap_ev": 8.7, "smiles": "C=CP(=S)(CC)CC"}

--- Q ---
{"formula": "C6H13PS", "method": "wB97M-V/def2-TZVPD", "symbols": ["C", "C", "C", "C", "C", "C", "P", "S", "H", "H", "H", "H", "H", "H", "H", "H", "H", "H", "H", "H", "H"], "positions_angstrom": [[0.428, -1.179, -0.869], [0.824, -0.168, -1.535], [1.599, -0.275, -2.790], [0.480, 1.263, -1.167], [-2.991, -0.312, 0.870], [0.987, 0.066, 3.021], [-1.605, -1.072, 1.919], [-0.642, 0.727, 2.442], [0.147, -2.200, -0.979], [2.568, 0.084, -2.504], [1.098, 0.314, -3.499], [1.704, -1.357, -3.142], [-0.172, 1.355, -0.228], [1.412, 1.741, -0.928], [0.000, 1.677, -2.038], [-2.419, 0.123, 0.070], [-3.584, 0.360, 1.464], [-3.717, -1.047, 0.538], [1.661, 0.936, 2.813], [1.125, -0.892, 2.468], [1.098, -0.144, 4.073]], "lowdin_charge": [0.1134, -0.5023, -0.0730, -0.0676, -0.4350, -0.4710, 0.5239, 0.3818, 0.0301, 0.0780, 0.0589, 0.1104, 0.0470, 0.0701, 0.0728, -0.0150, 0.0060, 0.0160, 0.0318, 0.0106, 0.0133], "homo_energy_ev": [-7.89, -7.12], "spin_multiplicity": 1, "orbital_gap_ev": [7.6, 7.6]}

So which one is most stable? That would be P, about 292.4 kJ/mol below the next structure.